Record 1
The following is a DFT calculation (ωB97M-V with the def2-TZVPD basis set) of a structure of composition C38H67BrIrO9PSi3 at a distorted geometry.

Calculated values
- Net charge: +1
- Orbital gap (spin up / spin down): 0.3034 / 0.2135 hartree
- Spin multiplicity: 6
- E_HOMO (spin up / spin down): -9.9872 / -10.5291 eV
- ⟨S²⟩: 8.796

Last column: Löwdin charge in e.
Positions of all 120 atoms, in Å:
Ir -0.852 -0.702 1.126  1.027
C 1.684 2.679 -5.856  -0.019
C 0.652 1.540 -5.807  -0.547
C -0.538 1.881 -6.720  -0.028
C 1.309 0.259 -6.319  -0.051
C 0.154 1.399 -4.380  -0.106
C 0.320 0.214 -3.644  -0.048
C -0.148 0.162 -2.368  -0.482
Br -0.003 -1.450 -1.422  1.035
C -0.786 1.272 -1.690  -0.344
O -1.158 1.160 -0.499  -0.084
C -0.971 2.492 -2.480  -0.043
C -0.502 2.489 -3.766  0.043
C -1.608 3.729 -1.866  -0.525
C -2.942 3.389 -1.178  -0.024
C -1.886 4.801 -2.922  -0.056
C -0.613 4.306 -0.851  -0.022
H 2.053 2.790 -6.877  0.096
H 2.537 2.465 -5.207  0.079
H 1.252 3.633 -5.552  0.085
H -0.193 1.953 -7.753  0.094
H -0.996 2.835 -6.456  0.082
H -1.307 1.108 -6.672  0.096
H 1.637 0.410 -7.348  0.095
H 0.618 -0.586 -6.315  0.094
H 2.190 -0.006 -5.729  0.079
H 0.798 -0.651 -4.078  0.108
H -0.624 3.384 -4.357  0.100
H -3.641 2.943 -1.889  0.097
H -3.391 4.311 -0.804  0.091
H -2.812 2.711 -0.339  0.066
H -2.561 4.442 -3.702  0.097
H -0.972 5.171 -3.390  0.086
H -2.366 5.650 -2.435  0.093
H -0.371 3.584 -0.077  0.058
H -1.049 5.189 -0.381  0.095
H 0.308 4.612 -1.356  0.092
C -1.701 -1.542 4.389  -0.087
O -1.026 -1.887 3.174  -0.405
Si -0.105 -3.296 2.987  0.332
C -0.900 -4.608 4.049  -0.148
C 1.576 -2.972 3.689  -0.138
C -0.234 -3.683 1.163  -0.334
Si -1.977 -3.969 0.512  0.384
C -2.535 -5.665 1.084  -0.156
C -3.162 -2.646 1.155  -0.174
C -2.279 -3.948 -1.342  -0.206
Si 1.273 -4.579 0.452  0.391
C 1.339 -6.213 1.368  -0.162
C 2.870 -3.647 0.741  -0.164
C 1.219 -4.963 -1.379  -0.183
H -2.069 -2.444 4.878  0.084
H -2.539 -0.900 4.139  0.069
H -1.031 -1.003 5.058  0.081
H -0.665 -4.425 5.101  0.050
H -0.514 -5.598 3.800  0.036
H -1.987 -4.640 3.943  0.040
H 1.437 -2.589 4.705  0.047
H 2.156 -2.250 3.117  0.024
H 2.149 -3.899 3.768  0.045
H -2.164 -5.960 2.063  0.014
H -2.197 -6.410 0.359  0.042
H -3.627 -5.703 1.105  0.047
H -3.398 -2.750 2.215  0.041
H -4.088 -2.690 0.577  0.051
H -2.806 -1.596 1.040  -0.018
H -1.452 -4.271 -1.970  0.002
H -2.592 -2.962 -1.687  0.014
H -3.109 -4.639 -1.520  0.044
H 1.371 -6.075 2.451  0.021
H 2.247 -6.749 1.079  0.045
H 0.483 -6.850 1.135  0.037
H 3.360 -3.958 1.664  0.035
H 2.713 -2.569 0.788  -0.002
H 3.557 -3.859 -0.083  0.045
H 0.259 -5.325 -1.739  0.014
H 1.949 -5.757 -1.561  0.044
H 1.518 -4.107 -1.988  0.015
O 1.171 1.778 1.607  -0.091
C 1.658 0.795 0.984  -0.581
O 1.407 -0.406 1.307  -0.169
C 2.513 1.061 -0.207  -0.126
C 2.587 2.351 -0.717  -0.004
C 3.276 2.631 -1.901  0.034
C 3.884 1.568 -2.521  -0.217
O 4.610 1.573 -3.672  0.031
C 5.075 0.230 -3.862  -0.108
O 4.517 -0.573 -2.821  0.039
C 3.825 0.282 -2.007  -0.198
C 3.147 -0.011 -0.859  0.059
H 2.088 3.147 -0.181  0.108
H 3.339 3.632 -2.304  0.126
H 6.163 0.213 -3.798  0.142
H 4.729 -0.136 -4.829  0.132
H 3.095 -1.013 -0.463  0.101
C -0.884 5.135 3.251  -0.054
C -0.077 3.931 2.829  -0.252
O -1.007 2.920 2.384  -0.251
P -0.754 1.346 2.493  0.711
O -2.311 0.961 2.819  -0.347
C -3.171 1.713 3.706  -0.261
C -4.110 2.595 2.918  -0.064
O -0.120 1.152 3.950  -0.243
C 1.260 0.859 4.269  -0.255
C 1.372 0.766 5.770  -0.055
H -0.214 5.924 3.596  0.085
H -1.562 4.882 4.066  0.080
H -1.473 5.523 2.421  0.075
H 0.494 3.538 3.671  0.112
H 0.612 4.155 2.018  0.106
H -2.552 2.286 4.398  0.115
H -3.729 0.974 4.282  0.114
H -3.567 3.383 2.399  0.064
H -4.837 3.052 3.592  0.084
H -4.655 2.003 2.181  0.083
H 1.893 1.651 3.874  0.114
H 1.536 -0.075 3.780  0.092
H 1.072 1.702 6.241  0.084
H 2.407 0.560 6.044  0.088
H 0.748 -0.033 6.171  0.067

Atoms 1-6, force components in eV/Å:
Ir 0.356 0.923 0.409
C 0.021 0.001 -0.008
C -0.013 -0.004 0.027
C 0.002 -0.002 -0.004
C 0.031 -0.011 0.000
C 0.000 -0.010 0.020

***

Record 2
The following is a DFT calculation (ωB97M-V with the def2-TZVPD basis set) of a structure of composition C39H33CrIN4O3S at a distorted geometry.

Calculated values
- Net charge: +1
- Orbital gap (spin up / spin down): 0.2184 / 0.2463 hartree
- Spin multiplicity: 4
- E_HOMO (spin up / spin down): -9.4848 / -9.5423 eV
- ⟨S²⟩: 3.925

Last column: Löwdin charge in e.
Positions of all 82 atoms, in Å:
Cr 0.190 -1.325 -0.216  0.660
C -4.493 3.717 1.060  -0.055
O -3.279 3.019 0.761  -0.128
C -2.136 3.466 1.352  -0.262
C -2.031 4.126 2.545  -0.015
C -0.755 4.487 2.996  -0.067
C 0.357 4.135 2.254  -0.074
C 0.261 3.291 1.141  0.017
C -1.013 2.965 0.654  -0.183
N -1.213 2.273 -0.566  0.181
C -0.508 1.287 -1.121  -0.336
N -1.052 0.836 -2.276  0.159
C -0.537 -0.329 -2.925  -0.179
C -0.025 -1.457 -2.223  -0.157
C 0.712 -2.410 -2.937  -0.100
C 0.538 -2.447 -4.305  -0.073
C -0.239 -1.509 -4.996  -0.017
C -0.742 -0.459 -4.299  -0.233
O -1.417 0.594 -4.901  -0.115
C -1.849 0.640 -6.305  -0.017
N 0.660 0.709 -0.631  0.013
C 1.936 1.173 -0.923  -0.194
C 3.006 0.439 -0.340  -0.025
C 4.193 1.099 -0.112  -0.072
C 4.392 2.411 -0.622  -0.081
C 3.384 3.083 -1.270  -0.071
C 2.255 2.433 -1.555  -0.235
O 1.299 2.983 -2.408  -0.110
C 1.711 3.959 -3.390  -0.036
H -4.565 4.699 0.500  0.113
H -4.546 3.987 2.163  0.092
H -5.348 3.037 0.782  0.107
H -2.860 4.392 3.174  0.108
H -0.690 4.881 4.000  0.111
H 1.287 4.594 2.568  0.110
H 1.151 2.920 0.626  0.109
H -2.109 2.440 -1.017  0.163
H -1.947 1.231 -2.686  0.194
H 1.404 -3.053 -2.421  0.098
H 1.139 -3.193 -4.886  0.127
H -0.503 -1.669 -6.057  0.117
H -1.746 -0.351 -6.830  0.091
H -1.265 1.389 -6.817  0.083
H -2.910 0.956 -6.215  0.100
H 2.891 -0.594 -0.082  0.086
H 5.012 0.723 0.540  0.117
H 5.351 2.849 -0.518  0.091
H 3.538 4.161 -1.399  0.135
H 2.814 4.141 -3.358  0.094
H 1.175 4.877 -3.154  0.097
H 1.520 3.539 -4.341  0.074
I -1.292 -0.212 2.244  1.173
C 0.746 -0.404 2.913  -0.526
C 1.196 0.439 3.961  -0.110
C 2.133 -0.013 4.909  -0.053
C 2.804 -1.218 4.650  -0.009
C 2.547 -1.883 3.421  -0.158
C 3.000 -3.223 3.271  -0.005
C 2.501 -3.965 2.207  -0.090
C 1.790 -3.412 1.158  -0.126
C 1.262 -2.103 1.267  -0.220
C 1.517 -1.479 2.518  -0.279
H 0.719 1.397 4.119  0.089
H 2.280 0.450 5.867  0.104
H 3.698 -1.585 5.144  0.118
H 3.598 -3.765 4.013  0.125
H 2.784 -4.998 2.142  0.104
H 1.469 -4.081 0.336  0.105
S -4.025 -2.431 0.248  1.075
C -2.610 -2.248 -0.702  -0.433
N -1.482 -2.825 -0.259  -0.033
C -1.785 -3.628 0.861  -0.290
C -1.094 -4.705 1.397  0.014
C -1.790 -5.676 2.186  -0.065
C -3.051 -5.510 2.598  -0.088
C -3.887 -4.553 1.966  -0.077
C -3.204 -3.578 1.261  -0.465
H -2.549 -1.608 -1.541  0.063
H -0.057 -4.819 1.167  0.072
H -1.153 -6.502 2.424  0.108
H -3.475 -6.263 3.299  0.128
H -4.987 -4.739 1.941  0.133

Atoms 1-6, force components in eV/Å:
Cr -1.347 1.638 -0.096
C -0.769 0.669 0.698
O -1.235 0.482 0.087
C 0.075 -1.530 -1.359
C 0.852 0.511 0.536
C -0.735 -0.892 -0.303

***

Q: Look up the ⟨S²⟩ of the second one.
A: 3.925

***

Q: The highest spin multiplicity belongs to which entry?
A: C38H67BrIrO9PSi3